(1)
# C2H3NO

A 2-piece molecular cluster, C2H3NO overall (ωB97M-V/def2-TZVPD, OMol25).

```
7
Properties=species:S:1:pos:R:3:forces:R:3:mulliken_charge:R:1
C 2.097 -0.192 -0.252 -5.05 1.59 0.28 -0.09
C -1.533 0.105 0.190 -2.08 -0.15 2.74 0.03
N 0.960 0.080 -0.148 4.62 -1.16 -0.37 -0.31
O -2.726 0.226 0.340 0.55 0.29 -0.27 -0.42
H 3.097 -0.157 -0.484 1.90 -0.42 -0.19 0.33
H -0.806 0.223 1.017 -0.51 0.40 0.02 0.21
H -1.089 -0.286 -0.663 0.58 -0.55 -2.21 0.24
```
Positions in Å, forces in eV/Å.

As for the charge: 0. Its highest occupied orbital energy is -9.59 eV. The HOMO-LUMO gap comes out at 10.333 eV. The LUMO energy is 0.0274 Ha. The calculation puts the energy above the lowest of the compared OMol25 structures with the same formula, charge and spin at 2.058 eV.



(2)
# C37H42FNPReSi

C37H42FNPReSi as an isolated structure (ωB97M-V/def2-TZVPD, OMol25).

```
84
Properties=species:S:1:pos:R:3:forces:R:3:mulliken_charge:R:1
Re 0.288 1.150 0.039 0.24 0.12 0.67 -0.40
C 2.509 0.113 4.422 -0.01 -0.01 0.00 -1.59
C 1.187 -0.233 3.721 0.14 -0.03 -0.13 1.61
C 0.112 -0.576 4.748 0.08 0.12 0.03 -1.70
C 0.784 0.892 2.785 0.00 -0.22 -0.18 1.85
C -0.567 1.351 2.690 0.07 -0.28 0.00 -0.06
C -0.906 2.497 2.006 -0.07 0.23 -0.35 -1.46
C 0.043 3.215 1.231 0.07 0.18 0.19 0.67
C -0.352 4.490 0.548 0.03 -0.05 -0.06 -1.51
C 1.373 2.731 1.233 0.01 -0.35 0.27 -0.53
C 1.724 1.570 2.016 0.06 0.62 -0.40 -1.23
H 2.757 -0.683 5.120 0.02 -0.01 0.01 0.45
H 2.416 1.039 4.992 0.01 0.01 0.02 0.43
H 3.352 0.214 3.738 0.00 -0.03 0.00 0.36
H 1.350 -1.122 3.095 0.01 0.10 0.05 -0.53
H -0.098 0.279 5.396 -0.02 0.01 0.00 0.42
H 0.478 -1.377 5.387 0.00 -0.02 0.00 0.42
H -0.812 -0.918 4.293 -0.05 -0.04 -0.01 0.28
H -1.338 0.825 3.237 0.01 -0.04 0.00 0.66
H -1.931 2.843 2.015 -0.03 0.00 0.02 0.46
H -1.220 4.347 -0.098 -0.02 0.00 0.01 0.27
H 0.466 4.901 -0.037 0.01 0.02 -0.03 0.34
H -0.631 5.227 1.304 0.01 0.00 0.03 0.43
H 2.152 3.289 0.728 -0.01 -0.03 0.04 0.69
H 2.767 1.271 2.026 -0.13 0.06 0.07 0.21
C 2.331 1.040 -1.270 0.03 0.17 -0.03 -1.01
Si 1.273 1.964 -2.575 -0.05 -0.04 -0.01 0.47
C 1.359 1.167 -4.237 -0.07 0.05 0.04 -1.33
C 1.624 3.778 -2.574 0.01 -0.06 0.01 -1.18
N -0.279 1.653 -1.676 0.09 -0.07 -0.13 1.86
C -1.594 1.864 -2.102 0.03 0.02 0.09 0.99
C -1.970 2.332 -3.363 0.02 -0.04 0.03 -0.52
C -3.317 2.449 -3.660 0.00 -0.01 0.02 -1.13
C -4.290 2.106 -2.723 0.03 -0.01 0.00 -0.65
C -3.941 1.639 -1.456 -0.02 0.02 -0.07 -1.05
C -2.604 1.544 -1.205 0.16 -0.02 0.15 0.30
F -2.126 1.115 0.032 -0.34 -0.01 -0.14 0.17
H 3.211 1.672 -1.093 -0.10 -0.06 -0.04 0.64
H 2.641 0.072 -1.661 0.03 -0.04 -0.07 0.52
H 2.135 0.703 -0.197 -0.05 -0.08 -0.02 -0.31
H 2.326 0.678 -4.375 0.03 -0.01 0.00 0.50
H 1.271 1.926 -5.017 0.00 0.01 -0.01 0.49
H 0.576 0.427 -4.397 -0.01 -0.05 0.01 0.28
H 2.329 4.013 -3.375 0.02 -0.01 0.00 0.44
H 2.061 4.134 -1.641 -0.01 0.00 0.03 0.31
H 0.720 4.357 -2.768 -0.05 0.03 -0.03 0.38
H -1.222 2.590 -4.102 0.03 0.01 -0.02 0.49
H -3.619 2.808 -4.633 0.00 0.01 -0.02 0.52
H -5.336 2.207 -2.977 -0.01 0.00 0.00 0.49
H -4.683 1.373 -0.717 -0.01 -0.01 0.03 0.58
C -2.058 -3.339 3.567 0.00 -0.04 0.02 -0.94
C -0.809 -3.778 3.157 0.03 0.01 0.00 -0.82
C -0.140 -3.126 2.128 -0.09 0.02 0.01 -0.92
C -0.722 -2.014 1.518 0.01 -0.05 -0.03 1.21
C -1.977 -1.566 1.946 -0.02 -0.01 0.04 -0.49
C -2.643 -2.234 2.960 -0.04 0.04 -0.04 -1.08
P 0.069 -1.311 0.056 -0.09 -0.20 -0.09 2.03
C -1.008 -1.658 -1.355 -0.04 0.03 0.01 0.33
C -0.489 -1.542 -2.647 0.02 -0.01 -0.05 -0.63
C -1.288 -1.812 -3.744 0.04 0.02 0.03 -1.08
C -2.618 -2.180 -3.563 0.00 0.01 0.03 -0.87
C -3.140 -2.288 -2.283 0.01 0.01 -0.02 -0.78
C -2.339 -2.032 -1.177 -0.04 -0.03 0.00 -0.66
C 1.625 -2.181 -0.203 0.03 0.10 0.04 0.50
C 1.669 -3.337 -0.984 -0.01 -0.03 -0.01 -0.52
C 2.859 -4.044 -1.102 -0.03 0.02 0.03 -0.82
C 3.999 -3.612 -0.440 -0.04 0.02 -0.01 -0.73
C 3.956 -2.469 0.353 0.02 -0.02 0.02 -0.97
C 2.775 -1.759 0.472 -0.06 -0.05 -0.02 -0.22
H -2.581 -3.861 4.357 0.00 0.00 0.00 0.45
H -0.353 -4.641 3.624 -0.01 -0.01 0.01 0.51
H 0.817 -3.502 1.796 0.05 0.00 0.00 0.44
H -2.462 -0.729 1.459 0.04 0.04 0.06 0.32
H -3.627 -1.904 3.269 0.02 0.00 0.00 0.48
H 0.557 -1.290 -2.798 -0.02 0.00 0.03 1.04
H -0.875 -1.764 -4.743 0.01 0.01 0.00 0.53
H -3.238 -2.401 -4.421 -0.01 0.00 -0.01 0.49
H -4.167 -2.592 -2.137 -0.02 -0.02 -0.01 0.53
H -2.754 -2.158 -0.185 0.02 -0.04 -0.14 0.47
H 0.783 -3.697 -1.491 0.00 0.02 0.00 0.57
H 2.890 -4.939 -1.708 0.00 -0.01 -0.01 0.51
H 4.921 -4.168 -0.536 0.02 0.00 0.00 0.46
H 4.843 -2.142 0.878 0.01 0.01 0.01 0.50
H 2.745 -0.879 1.105 0.01 -0.01 0.05 0.41
```
Positions in Å, forces in eV/Å.

As for the charge: +3. Its highest occupied orbital energy (alpha / beta) is -16.99 / -17.08 eV. The spin multiplicity is 2. The HOMO-LUMO gap (alpha / beta) comes out at 6.407 / 6.588 eV. The LUMO energy (alpha / beta) is -0.3890 / -0.3855 Ha. The calculation puts the energy above the lowest of the compared OMol25 structures with the same formula, charge and spin at 0.000 eV.



| no. | E_tot (eV) |
| --- | --- |
| 1 | -5657.8463 |
| 2 | -62529.9893 |